(1)
23
Properties=species:S:1:pos:R:3:forces:R:3:lowdin_charge:R:1 method="wB97M-V/def2-TZVPD" homo_lumo_gap_ev=7.412 lumo_energy_ev=3.390 homo_energy_ha=-0.148 total_energy_ha=-575.3575 total_charge=-1 largest_force_ev_per_a=0.86
C 0.384 2.102 -3.362 -0.25 -0.15 -0.39 -0.0135
C -0.318 0.837 -3.862 0.25 0.29 0.13 -0.6677
O -0.924 0.166 -2.940 -0.49 -0.39 0.18 0.0097
O -0.289 0.514 -5.040 0.10 -0.02 0.02 -0.0009
H 1.379 1.862 -2.963 -0.46 0.04 0.24 0.0800
H -0.289 2.564 -2.637 0.52 0.07 0.25 0.0689
H 0.529 2.765 -4.205 0.04 0.19 -0.21 0.0587
C 0.908 -2.011 3.453 -0.46 -0.23 -0.06 -0.0833
C 0.398 -0.394 0.055 -0.33 0.44 0.31 -0.0234
C 0.939 -1.088 1.122 0.04 -0.42 -0.75 -0.0883
C -0.788 0.363 0.225 0.42 0.46 -0.40 -0.4016
C 0.320 -1.153 2.360 0.55 -0.09 0.43 -0.3308
C -1.374 0.336 1.501 -0.04 0.27 0.21 -0.0417
C -0.830 -0.401 2.543 -0.47 -0.09 -0.08 -0.0860
O -1.273 1.141 -0.721 -0.11 -0.56 -0.21 -0.1078
H 0.919 -0.352 -0.889 -0.04 -0.06 -0.15 0.0990
H 1.843 -1.661 0.910 -0.04 0.07 0.32 0.0995
H -1.093 0.650 -1.903 0.38 0.16 0.14 0.0393
H -2.226 0.991 1.659 -0.06 -0.22 0.01 0.0995
H 0.202 -2.804 3.716 -0.02 -0.04 0.13 0.0664
H 1.135 -1.470 4.371 0.06 0.13 0.01 0.0637
H -1.358 -0.438 3.499 0.20 0.11 -0.12 0.1016
H 1.805 -2.517 3.107 0.21 0.06 -0.01 0.0587

***

(2)
23
Properties=species:S:1:pos:R:3:forces:R:3:lowdin_charge:R:1 method="wB97M-V/def2-TZVPD" homo_lumo_gap_ev="2.367 / 7.666" lumo_energy_ev="5.847 / 5.828" homo_energy_ha="0.128 / -0.068" total_energy_ha=-575.1870 total_charge=-2 spin_multiplicity=2 s_squared=0.751 largest_force_ev_per_a=3.10
C -4.157 0.334 1.137 -0.39 -1.53 1.48 -0.4930
C 0.082 0.574 0.654 1.09 -0.84 -1.89 -0.3252
C -0.591 -0.573 0.119 -0.83 1.31 1.06 -0.0201
C -0.588 1.591 1.283 -2.14 -0.66 0.29 -0.0473
C -1.937 -0.721 0.399 0.23 0.68 0.80 -0.1061
C -1.980 1.418 1.467 0.95 -0.22 0.25 -0.1380
C -2.669 0.262 1.142 0.53 0.13 -2.97 -0.3160
O 1.353 0.823 0.231 0.46 -0.51 0.69 -0.0019
H 1.762 -0.010 -0.132 -0.51 0.38 -0.06 0.0500
H -0.160 -1.243 -0.603 0.70 0.04 0.10 0.0941
H -0.194 2.545 1.577 0.68 0.10 -0.19 0.0886
H -2.418 -1.498 -0.173 -0.54 -0.21 0.37 0.0623
H -2.563 2.293 1.703 -0.24 0.04 0.57 0.0542
H -4.544 1.191 0.603 -0.22 0.51 0.37 -0.0193
H -4.428 0.191 2.188 -0.59 1.18 0.25 0.0050
H -4.740 -0.522 0.807 0.46 -0.45 -0.94 -0.0384
C 4.626 -1.150 -1.808 -0.76 1.20 0.80 -0.0598
C 3.103 -0.613 -1.748 1.96 -2.32 -0.58 -0.7560
O 2.432 -1.425 -1.037 -0.69 1.22 0.10 -0.1180
O 2.803 0.347 -2.448 -0.40 0.35 0.17 -0.0373
H 5.294 -0.348 -2.153 0.00 -0.35 -0.06 0.0398
H 4.662 -2.031 -2.441 0.05 -0.04 -0.13 0.0365
H 4.853 -1.433 -0.766 0.22 -0.01 -0.49 0.0460

***

(3)
22
Properties=species:S:1:pos:R:3:forces:R:3:lowdin_charge:R:1 method="wB97M-V/def2-TZVPD" homo_lumo_gap_ev=8.004 lumo_energy_ev=0.202 homo_energy_ha=-0.287 total_energy_ha=-766.0389 total_charge=0 largest_force_ev_per_a=4.61
C 2.812 1.142 0.082 2.91 0.60 2.17 -0.4748
C 2.497 0.266 1.269 0.60 -0.94 0.84 -0.1943
C 1.707 2.047 -0.192 0.98 -0.45 -1.06 -0.1233
C 1.244 -0.229 1.236 -1.79 -2.21 2.54 -0.0946
C 0.503 1.542 -0.165 -3.59 2.55 -1.37 -0.1059
C 0.203 0.220 0.263 -0.15 -1.48 0.69 -0.2599
C -1.855 -0.043 -1.184 3.17 2.62 -0.41 -0.0440
C -1.324 -1.763 0.431 0.40 -1.08 -3.01 -0.0486
C -0.904 -0.475 -0.119 0.73 1.10 0.50 -0.3130
O 4.294 -0.989 -0.922 0.38 0.10 0.20 -0.4725
P 2.927 -0.443 -0.908 -0.35 -0.14 -0.78 0.9475
H 3.762 1.721 0.283 -0.75 -0.96 -0.58 0.1364
H 3.294 -0.121 2.024 -1.57 0.91 -1.56 0.1555
H 2.032 2.967 -0.612 -0.48 0.99 -0.06 0.1042
H 0.841 -0.927 2.110 1.20 1.39 -1.96 0.1524
H -0.426 2.162 -0.428 1.67 -0.64 0.31 0.1395
H -2.801 0.167 -0.842 -2.38 0.23 1.09 0.0571
H -1.902 -0.849 -1.867 -0.11 -0.49 -1.26 0.0721
H -1.482 0.943 -1.610 -0.55 -1.52 -0.18 0.0956
H -0.599 -2.083 1.155 -0.42 -0.90 0.47 0.0595
H -1.448 -2.440 -0.536 0.76 0.58 2.15 0.1343
H -2.356 -1.625 0.663 -0.69 -0.28 1.25 0.0765

***

(4)
40
Properties=species:S:1:pos:R:3:forces:R:3:lowdin_charge:R:1 method="wB97M-V/def2-TZVPD" homo_lumo_gap_ev=10.113 lumo_energy_ev=0.129 homo_energy_ha=-0.367 total_energy_ha=-2512.0054 total_charge=0 smiles="CN(C)B(O)OC(=O)N(P(O)Cl)C(F)(F)C(F)(F)C(F)(F)F.O=C1OCCO1" largest_force_ev_per_a=1.96
C -3.430 0.495 -0.710 -0.40 -0.65 -0.57 -0.0605
N -2.904 -0.849 -0.397 0.32 1.06 1.62 -0.0446
C -3.884 -1.562 0.453 -0.08 -0.39 -0.80 -0.0551
B -1.607 -0.823 0.202 -0.32 -0.32 -0.92 -0.7114
O -1.045 -1.914 0.813 0.35 0.42 0.15 0.1832
O -0.860 0.382 0.123 -0.09 -0.02 0.40 0.1442
C -0.393 0.866 1.300 -0.18 0.08 -0.44 -0.6211
O -0.967 1.713 1.909 0.11 -0.19 0.13 0.1588
N 0.884 0.327 1.618 0.10 1.52 0.32 -0.0565
P 2.134 1.073 0.550 0.45 -0.84 -0.13 0.7108
O 1.769 0.287 -0.827 0.11 0.65 0.41 -0.3461
Cl 1.321 2.911 0.067 -0.02 -0.09 0.12 0.3525
C 1.267 0.513 3.002 0.29 -0.41 -0.12 -0.5172
F 1.359 1.801 3.389 -0.05 -0.07 0.02 0.1352
F 2.512 -0.008 3.126 -0.01 0.01 -0.08 0.0981
C 0.408 -0.307 4.018 -0.15 -0.24 -0.36 -0.3348
F 0.218 -1.536 3.485 0.14 0.22 0.24 0.1541
F 1.137 -0.436 5.139 -0.15 0.22 -0.08 0.1639
C -0.999 0.229 4.413 -0.36 -0.17 0.50 -0.5092
F -1.014 1.546 4.611 -0.10 -0.63 0.01 0.1855
F -1.911 -0.118 3.482 0.35 0.19 0.63 0.1648
F -1.338 -0.384 5.570 -0.03 0.36 -0.63 0.1643
H -2.793 1.019 -1.404 0.28 0.14 -0.09 0.0867
H -4.394 0.371 -1.190 -0.23 0.01 -0.16 0.0880
H -3.587 1.092 0.181 0.12 0.19 0.25 0.0927
H -4.447 -0.867 1.065 -0.05 0.27 0.18 0.0890
H -4.593 -2.098 -0.169 -0.22 -0.12 -0.13 0.0853
H -3.404 -2.275 1.105 0.20 -0.19 0.11 0.0801
H -0.943 -2.636 0.198 -0.14 -0.56 -0.02 0.1181
H 1.004 0.747 -1.201 -0.28 -0.37 -0.44 0.0293
C 3.955 -0.294 -4.185 0.07 -0.02 0.04 -0.1125
C 2.511 -0.540 -3.806 0.00 -0.28 0.09 -0.1265
O 1.856 0.622 -4.323 0.06 -0.05 0.08 0.0541
C 2.618 1.129 -5.326 0.08 -0.17 0.14 -0.5728
O 2.277 1.987 -6.063 -0.10 0.24 -0.20 0.1751
O 3.825 0.511 -5.362 -0.01 -0.05 0.08 0.0603
H 4.504 -1.205 -4.404 0.01 0.05 -0.17 0.1315
H 4.494 0.277 -3.427 -0.04 0.02 0.00 0.1333
H 2.098 -1.425 -4.295 0.02 0.04 -0.08 0.1344
H 2.363 -0.621 -2.734 -0.06 0.13 -0.08 0.0950

***

(5)
31
Properties=species:S:1:pos:R:3:forces:R:3:lowdin_charge:R:1 method="wB97M-V/def2-TZVPD" homo_lumo_gap_ev=5.036 lumo_energy_ev=-3.806 homo_energy_ha=-0.325 total_energy_ha=-1039.8068 total_charge=0 largest_force_ev_per_a=6.70
C -1.843 -1.163 -0.251 -0.11 -0.31 0.22 -0.1135
C -0.470 -1.879 0.381 -1.19 -0.28 0.59 -0.2107
C 0.222 -2.941 -0.668 -1.54 -1.32 0.42 -0.2592
N 1.727 -2.867 -0.754 0.35 3.05 -0.77 -0.0546
C 2.203 -1.447 -1.139 -0.61 -0.75 -0.49 -0.1350
C 1.321 -0.754 -2.323 4.79 4.38 1.65 0.1318
C 1.965 0.752 -2.687 1.18 -4.85 3.93 0.0727
C 3.268 1.049 -1.748 -0.58 0.43 -0.67 0.0346
N 3.881 0.233 -0.664 -3.84 0.99 -4.33 -0.0004
N 3.368 -0.986 -0.361 -3.09 0.05 -2.98 0.1128
H -1.984 -0.075 0.191 0.36 -2.27 -1.10 0.0756
H -1.809 -1.182 -1.435 -0.02 0.30 2.37 0.0597
H -2.816 -1.783 0.052 2.26 1.28 -0.65 0.0934
H -0.873 -2.502 1.317 1.19 1.37 -2.03 0.1216
H 0.268 -1.085 0.832 -1.32 -1.53 -1.17 0.1123
H -0.325 -2.921 -1.729 1.15 0.18 2.13 0.1046
H -0.027 -4.026 -0.236 0.75 2.32 -1.09 0.1378
H 2.142 -3.581 -1.391 -0.43 0.94 0.70 0.1216
H 0.385 -1.195 -2.870 2.08 0.78 1.40 0.1224
H 1.529 1.448 -3.532 1.32 -1.34 2.09 0.1293
H 3.815 2.089 -1.968 -1.24 -2.61 0.78 0.1434
H 4.739 0.580 -0.140 -1.61 -0.72 -0.84 0.1955
B -1.871 1.915 3.129 0.78 -1.66 2.21 -0.9762
O -2.260 3.305 3.390 -0.29 0.27 -1.10 0.2244
C -2.689 3.821 2.230 -0.51 3.65 3.16 -0.4025
O -3.089 4.967 2.097 0.50 -1.49 -0.09 0.1321
C -2.602 2.828 1.194 -0.01 -2.65 -3.59 -0.4030
O -2.916 2.980 0.025 0.42 -0.15 1.30 0.1196
O -2.119 1.686 1.701 -0.30 0.80 -0.59 0.1838
F -2.680 1.010 3.929 1.12 1.03 -1.04 0.0675
F -0.460 1.725 3.429 -1.54 0.09 -0.41 0.0586

***

(6)
23
Properties=species:S:1:pos:R:3:forces:R:3:lowdin_charge:R:1 method="wB97M-V/def2-TZVPD" homo_lumo_gap_ev=7.990 lumo_energy_ev=-0.233 homo_energy_ha=-0.302 total_energy_ha=-2978.7674 total_charge=0 smiles="CC(C)=C1C=CC=C[C@@H]1NBr" largest_force_ev_per_a=3.49
C -2.431 0.005 -1.465 -0.12 -1.04 -2.25 -0.1109
C -1.782 -1.164 -1.446 1.18 1.49 1.24 -0.0856
C -2.185 0.997 -0.464 -1.09 0.34 0.57 -0.1207
C -0.941 -1.448 -0.214 -0.50 -0.09 0.31 -0.2671
C -1.136 0.967 0.362 0.38 1.10 0.75 -0.0698
C -0.177 -0.144 0.259 -1.07 0.96 0.20 -0.1259
C 2.158 -0.871 0.294 2.54 2.32 -0.60 -0.0582
C 1.669 1.573 0.824 -0.59 -1.25 -0.41 -0.0339
C 1.133 0.186 0.429 -0.80 -0.61 0.22 -0.2855
N -2.235 -2.058 0.420 0.31 0.83 1.53 -0.3708
Br -2.111 -2.932 2.246 0.16 0.88 -1.22 0.4164
H -3.119 0.139 -2.348 0.51 0.32 1.36 0.1270
H -2.018 -1.950 -2.076 -0.19 -1.32 -1.30 0.0870
H -3.037 1.624 -0.299 0.08 1.07 0.02 0.0978
H -0.255 -2.294 -0.305 -0.25 0.13 -0.13 0.1180
H -0.925 1.834 1.078 -0.78 -1.57 -0.96 0.1241
H 1.675 -1.729 0.040 -0.86 -2.72 -0.58 0.0231
H 2.958 -0.651 -0.501 -1.20 -0.11 0.94 0.1215
H 2.716 -0.969 1.218 0.06 -0.26 0.27 0.0865
H 2.266 1.853 -0.054 -0.08 0.44 0.23 0.0829
H 2.424 1.357 1.650 -1.29 0.93 -0.65 0.1045
H 0.798 2.296 0.952 1.91 -0.74 0.35 0.0760
H -2.994 -1.313 0.541 1.70 -1.12 0.10 0.0634